An isolated molecule of C4H9NO. Source: the Open Molecules 2025 dataset; level of theory: wB97M-V/def2-TZVPD.

Each line ends with the Löwdin charge.
Atoms and positions in Å:
C (-1.5792, 0.7767, 0.3105)  -0.129
C (-1.0606, 0.2420, -1.0083)  -0.148
N (0.3539, 0.5252, -1.1329)  -0.067
C (0.3846, -0.8214, -0.5731)  -0.236
C (0.8978, -0.8938, 0.8700)  -0.249
O (1.4973, 0.3081, 1.2749)  -0.078
H (-0.8429, 0.9420, 1.1083)  0.066
H (-1.9902, 1.7581, 0.0369)  0.084
H (-2.4198, 0.1807, 0.6794)  0.075
H (-0.7687, -1.1454, -0.7103)  0.129
H (0.6271, 0.4842, -2.1109)  0.106
H (0.8163, -1.5419, -1.2693)  0.143
H (1.6262, -1.7136, 0.9314)  0.117
H (0.0711, -1.1439, 1.5507)  0.116
H (1.3794, 0.9215, 0.5263)  0.070

Its HOMO-LUMO gap is 9.32 eV. The energy above the lowest of the compared OMol25 structures with the same formula, charge and spin comes out at 483.1 kJ/mol.

A cluster of 9 separate species, C33H84N6O15 in total at a distorted geometry. Source: the Open Molecules 2025 dataset; level of theory: wB97M-V/def2-TZVPD.

Each line ends with the Löwdin charge.
Atoms and positions in Å:
C (-2.2784, -3.0204, -3.7770)  -0.041
C (-1.2940, -2.3716, -4.7406)  -0.481
C (-0.3467, -3.3756, -5.3787)  -0.217
O (0.5076, -3.9395, -4.4106)  -0.218
C (0.9980, -5.2286, -4.8281)  -0.072
N (-1.9148, -1.6591, -5.7965)  0.062
H (-2.8378, -2.2538, -3.1647)  0.086
H (-1.7623, -3.6910, -3.0588)  0.075
H (-2.9762, -3.6552, -4.3117)  0.077
H (-0.6999, -1.7703, -4.0509)  0.108
H (0.1693, -2.9848, -6.2585)  0.124
H (-0.9569, -4.2551, -5.7318)  0.135
H (1.8769, -5.4389, -4.2865)  0.060
H (1.0466, -5.2003, -5.9036)  0.084
H (0.2334, -5.9391, -4.5659)  0.079
H (-2.7047, -1.1488, -5.4319)  0.038
H (-1.3179, -1.0720, -6.3630)  0.081
C (3.7029, 3.7062, 0.7369)  -0.065
C (3.0568, 2.8287, 1.7502)  -0.475
C (3.2994, 3.4162, 3.1157)  -0.238
O (4.6109, 3.0964, 3.5198)  -0.193
C (5.0941, 4.0728, 4.4611)  -0.098
N (1.6586, 2.8295, 1.4048)  0.065
H (3.9148, 3.0737, -0.1284)  0.073
H (4.6300, 4.1648, 1.0903)  0.085
H (3.0497, 4.4769, 0.3645)  0.078
H (3.4655, 1.8131, 1.7051)  0.116
H (2.5669, 3.1192, 3.8925)  0.116
H (3.1778, 4.5439, 3.0136)  0.142
H (5.3762, 5.0169, 4.0074)  0.080
H (6.0315, 3.6101, 4.7411)  0.080
H (4.4816, 4.2762, 5.3702)  0.100
H (1.5944, 2.5740, 0.4155)  0.047
H (1.2413, 2.0750, 1.9797)  0.051
C (4.1066, -0.1836, 4.0703)  -0.059
C (2.9084, -0.8900, 4.8154)  -0.425
C (2.0669, 0.3112, 5.2622)  -0.254
O (0.9482, -0.2182, 5.9251)  -0.182
C (0.1015, 0.8376, 6.4212)  -0.079
N (2.2480, -1.8566, 3.9851)  0.044
H (4.8338, -0.9882, 3.7464)  0.091
H (4.5711, 0.5445, 4.6627)  0.045
H (3.8240, 0.2694, 3.1087)  0.049
H (3.3758, -1.3777, 5.7772)  0.162
H (1.7764, 0.9762, 4.4190)  0.102
H (2.7037, 0.9403, 5.9264)  0.136
H (-0.7722, 0.3034, 6.6318)  0.069
H (-0.0833, 1.6138, 5.6645)  0.076
H (0.4666, 1.3474, 7.3189)  0.092
H (2.8795, -2.6732, 3.8411)  0.100
H (1.3765, -2.2162, 4.3025)  0.061
C (-2.6470, 4.0566, 4.4514)  -0.057
C (-1.4902, 3.7083, 3.5074)  -0.437
C (-2.0300, 3.8254, 2.0914)  -0.219
O (-2.9241, 2.7191, 1.8861)  -0.231
C (-3.6212, 2.8218, 0.6250)  -0.085
N (-0.4799, 4.7752, 3.5463)  0.049
H (-2.4182, 3.7712, 5.4983)  0.072
H (-3.5253, 3.4626, 4.1486)  0.081
H (-2.7743, 5.1285, 4.4047)  0.074
H (-1.1002, 2.6728, 3.5827)  0.103
H (-1.1144, 3.8088, 1.4649)  0.116
H (-2.6447, 4.7251, 1.8944)  0.132
H (-4.1210, 1.8354, 0.5982)  0.082
H (-2.9038, 3.0128, -0.2118)  0.068
H (-4.3729, 3.6518, 0.6559)  0.098
H (-0.1668, 4.9746, 4.4812)  0.064
H (0.3088, 4.5970, 2.9744)  0.025
C (0.3122, -0.4388, 0.6748)  -0.058
C (-0.8108, 0.1049, 1.5298)  -0.415
C (-1.8456, -1.0369, 1.7225)  -0.183
O (-2.5087, -1.2394, 0.4827)  -0.182
C (-3.5538, -2.1448, 0.5730)  -0.130
N (-0.2615, 0.5821, 2.7674)  0.052
H (-0.0241, -0.7598, -0.2943)  0.071
H (0.7556, -1.3137, 1.1286)  0.076
H (1.0817, 0.2830, 0.5469)  0.040
H (-1.2622, 0.9119, 0.9591)  0.122
H (-2.5310, -0.7125, 2.5783)  0.142
H (-1.4209, -1.9619, 2.0511)  0.111
H (-3.3243, -3.0194, 1.1687)  0.087
H (-3.8167, -2.5641, -0.4037)  0.086
H (-4.4542, -1.7206, 0.9242)  0.070
H (-0.8543, 0.5515, 3.6041)  0.078
H (0.5184, -0.0279, 3.0449)  0.058
C (-0.7560, 1.1492, -3.0950)  -0.037
C (0.3192, 2.2024, -2.8829)  -0.428
C (-0.3121, 3.3981, -2.2354)  -0.202
O (-1.2587, 4.0234, -3.1352)  -0.188
C (-1.8822, 5.0870, -2.4818)  -0.132
N (1.3719, 1.7796, -1.9388)  0.068
H (-1.6636, 1.5821, -3.5739)  0.089
H (-1.1350, 0.8908, -2.0940)  0.081
H (-0.4800, 0.3105, -3.7007)  0.050
H (0.7425, 2.4033, -3.8510)  0.132
H (0.4463, 4.1500, -1.9343)  0.135
H (-0.8319, 2.9679, -1.3865)  0.103
H (-1.1339, 5.8679, -2.1551)  0.101
H (-2.3856, 4.6993, -1.5633)  0.074
H (-2.6391, 5.5512, -3.1291)  0.090
H (2.1303, 2.3819, -2.1478)  0.058
H (1.6741, 0.8260, -2.1562)  0.065
C (-5.0018, 1.8852, -6.5809)  -0.035
O (-5.2964, 2.1164, -5.1818)  -0.008
C (-4.9691, 1.0454, -4.4091)  -0.585
O (-4.3911, 0.0585, -4.7427)  0.114
O (-5.3369, 1.2528, -3.1322)  -0.007
C (-5.0470, 0.2949, -2.1269)  -0.047
H (-5.4495, 2.7341, -7.1453)  0.102
H (-5.4014, 0.9138, -6.9265)  0.103
H (-3.9100, 1.9438, -6.6817)  0.096
H (-5.4660, -0.6647, -2.3726)  0.092
H (-5.4874, 0.7058, -1.2021)  0.095
H (-3.9824, 0.2157, -1.8790)  0.088
C (3.0679, -2.8208, -2.8181)  -0.040
O (4.1406, -2.7297, -1.8564)  -0.017
C (4.2144, -1.5309, -1.2141)  -0.633
O (3.3727, -0.6763, -1.3046)  0.112
O (5.3339, -1.5682, -0.5606)  0.039
C (5.5328, -0.3160, 0.1702)  0.004
H (2.1322, -2.5741, -2.3537)  0.080
H (3.0568, -3.8936, -3.1510)  0.088
H (3.3045, -2.2604, -3.7414)  0.107
H (5.6597, 0.4984, -0.4850)  0.081
H (6.5084, -0.4316, 0.6839)  0.108
H (4.7733, -0.1956, 0.9258)  0.074
C (-0.0023, -5.7483, -0.9919)  -0.009
O (-0.0616, -7.0476, -0.3587)  -0.015
C (-1.1778, -7.2628, 0.3239)  -0.597
O (-2.0615, -6.4814, 0.4822)  0.137
O (-1.2844, -8.5659, 0.7425)  -0.011
C (-0.4067, -9.5761, 0.2906)  -0.064
H (-0.3941, -5.8863, -1.9773)  0.074
H (1.0732, -5.5371, -1.0506)  0.099
H (-0.6021, -4.9463, -0.4670)  0.115
H (-0.2638, -9.5350, -0.7574)  0.080
H (-0.8843, -10.5571, 0.5290)  0.108
H (0.5001, -9.5996, 0.8644)  0.086

Its HOMO-LUMO gap is 9.31 eV.

An isolated molecule of C4H7N3. Source: the Open Molecules 2025 dataset; level of theory: wB97M-V/def2-TZVPD.

Each line ends with the Löwdin charge.
Atoms and positions in Å:
N (1.1068, 0.4388, 2.1983)  0.090
C (0.4135, 0.0947, 1.0254)  -0.395
C (0.6718, 0.4891, -0.2627)  -0.017
C (-0.4101, 0.0137, -1.0730)  -0.365
N (-0.6197, 0.1256, -2.4816)  0.047
C (-1.2725, -0.6668, -0.2621)  -0.080
N (-0.7530, -0.6247, 1.0389)  0.062
H (1.1416, -0.2823, 2.9089)  0.080
H (2.0512, 0.7249, 1.9667)  0.085
H (1.5494, 1.0382, -0.5768)  0.098
H (0.1686, -0.2284, -3.0135)  0.069
H (-0.7716, 1.0897, -2.7625)  0.070
H (-2.0705, -1.3122, -0.6056)  0.108
H (-1.2055, -0.9005, 1.8995)  0.147

Its HOMO-LUMO gap is 8.32 eV. The energy above the lowest of the compared OMol25 structures with the same formula, charge and spin comes out at 17.7 kJ/mol.

A cluster of 2 separate species, C2H5N3S in total at a distorted geometry. Source: the Open Molecules 2025 dataset; level of theory: wB97M-V/def2-TZVPD.

Each line ends with the Löwdin charge.
Atoms and positions in Å:
C (-0.6892, 2.1782, -2.6955)  -0.865
C (0.5574, -0.2256, 0.0468)  -0.166
N (-0.6735, 3.3593, -2.6286)  0.139
N (-0.4636, -1.0384, -0.6083)  -0.262
N (-0.1153, -2.0358, -1.1366)  -0.021
S (-0.9194, 0.6392, -2.8342)  0.742
H (0.8031, -0.7626, 1.0413)  0.105
H (1.4583, -0.2006, -0.5205)  0.039
H (0.1110, 0.8475, 0.0773)  0.086
H (-0.3623, 4.2980, -2.7787)  0.091
H (0.9813, -2.4028, -1.0978)  0.113

Its HOMO-LUMO gap is 9.40 eV. The energy above the lowest of the compared OMol25 structures with the same formula, charge and spin comes out at 338.2 kJ/mol.

A structure of composition C16H17IMnN2O6PS2 at a distorted geometry. Source: the Open Molecules 2025 dataset; level of theory: wB97M-V/def2-TZVPD.

Each line ends with the Löwdin charge.
Atoms and positions in Å:
Mn (-0.0136, 0.6362, 0.9065)  0.095
C (1.3620, -4.4026, -3.2992)  -0.081
C (1.4148, -3.3695, -2.1913)  -0.317
O (0.1692, -2.6660, -2.1778)  -0.317
P (0.0606, -1.2595, -1.2791)  0.141
S (0.8248, 0.6943, -1.1166)  0.363
S (0.0303, -1.6444, 0.6862)  0.410
O (-1.4345, -0.9801, -1.8153)  -0.381
C (-1.5304, -0.5113, -3.1711)  -0.310
C (-2.5514, 0.6061, -3.2704)  -0.064
H (2.2597, -5.0200, -3.2801)  0.075
H (1.2905, -3.9238, -4.2739)  0.074
H (0.4939, -5.0467, -3.1649)  0.076
H (2.2384, -2.6673, -2.3564)  0.114
H (1.5654, -3.8436, -1.2175)  0.109
H (-1.8014, -1.3611, -3.8015)  0.115
H (-0.5580, -0.1394, -3.5102)  0.087
H (-3.4956, 0.2932, -2.8273)  0.074
H (-2.7303, 0.8696, -4.3132)  0.078
H (-2.1916, 1.4882, -2.7470)  0.065
O (6.1555, 0.5718, 4.1797)  -0.052
C (5.2364, 1.3528, 4.4589)  -0.696
O (5.0265, 2.0623, 5.4467)  -0.038
C (3.9507, 1.1497, 3.5386)  -0.078
C (4.0159, 0.3011, 2.4454)  0.001
C (2.8996, 0.1177, 1.6543)  -0.131
N (1.7427, 0.7330, 1.8991)  -0.034
C (1.6759, 1.5699, 2.9581)  -0.148
C (2.7540, 1.8040, 3.7961)  0.063
C (0.3159, 2.2367, 3.1543)  -0.573
O (0.1122, 3.0333, 4.0494)  0.077
O (-0.5385, 1.8568, 2.2726)  -0.127
H (4.9495, -0.2038, 2.2418)  0.111
H (2.9067, -0.5367, 0.7894)  0.084
H (2.6791, 2.4775, 4.6372)  0.126
I (-4.2271, 4.3261, -0.8495)  0.859
C (-3.7228, 2.3797, -0.2546)  -0.706
C (-4.6921, 1.3959, -0.1536)  -0.135
C (-4.2898, 0.1272, 0.2434)  -0.045
C (-2.9542, -0.1114, 0.4932)  -0.121
N (-2.0234, 0.8440, 0.3892)  -0.030
C (-2.4078, 2.0766, 0.0494)  -0.197
H (-5.7281, 1.6143, -0.3708)  0.097
H (-5.0092, -0.6716, 0.3491)  0.109
H (-2.5963, -1.0924, 0.7743)  0.075
H (-1.6340, 2.8333, 0.0284)  0.106

The multiplicity is 2. Its HOMO-LUMO gap (spin up / spin down) is 6.85 / 6.84 eV. Its charge is -1. The expectation value of S² is 0.88. The energy above the lowest of the compared OMol25 structures with the same formula, charge and spin comes out at 0.0 kJ/mol.

A structure of composition C2H5ErO2 at a distorted geometry. Source: the Open Molecules 2025 dataset; level of theory: wB97M-V/def2-TZVPD.

Each line ends with the Löwdin charge.
Atoms and positions in Å:
O (0.0971, 3.0936, 0.3100)  -0.436
Er (2.1348, 2.9518, -0.0947)  2.050
C (-0.8340, -1.7613, 0.4406)  -0.004
O (0.2022, -1.5760, -0.5525)  -0.099
C (0.7436, -0.4235, -0.6756)  0.058
H (-0.5131, -2.5796, 1.0939)  0.117
H (-0.9960, -0.8285, 0.9931)  0.097
H (-1.7449, -2.0494, -0.0952)  0.117
H (1.5173, -0.5557, -1.4655)  0.041
H (-0.6070, 3.7286, 0.0460)  0.059

The multiplicity is 4. Its HOMO-LUMO gap (spin up / spin down) is 5.01 / 5.32 eV. Its charge is +2. The expectation value of S² is 3.76.

An isolated molecule of C4H9NO. Source: the Open Molecules 2025 dataset; level of theory: wB97M-V/def2-TZVPD.

Each line ends with the Löwdin charge.
Atoms and positions in Å:
C (0.9357, 0.0156, 1.1745)  -0.083
N (0.4913, 0.0271, -0.1970)  -0.225
C (0.9925, 1.1424, -0.9697)  -0.080
C (-0.7222, -0.5346, -0.6142)  -0.331
O (-1.9918, 0.1043, -0.3793)  -0.032
C (-1.7226, -1.1292, 0.2667)  -0.121
H (0.7680, 0.9766, 1.6859)  0.088
H (0.4334, -0.7680, 1.7442)  0.076
H (2.0125, -0.1978, 1.2010)  0.087
H (2.0752, 1.0456, -1.1261)  0.084
H (0.8057, 2.1073, -0.4721)  0.087
H (0.5047, 1.1777, -1.9481)  0.089
H (-1.6308, -1.0564, 1.3498)  0.103
H (-2.2890, -1.9946, -0.0799)  0.109
H (-0.6624, -0.9159, -1.6356)  0.149

Its HOMO-LUMO gap is 9.64 eV. The energy above the lowest of the compared OMol25 structures with the same formula, charge and spin comes out at 247.5 kJ/mol.

A structure of composition C14H42O7Y at a distorted geometry. Source: the Open Molecules 2025 dataset; level of theory: wB97M-V/def2-TZVPD.

Each line ends with the Löwdin charge.
Atoms and positions in Å:
Y (0.0479, 0.1288, -0.0609)  1.814
C (0.7035, 2.0020, -4.2954)  -0.037
C (-0.1685, 1.2455, -3.3214)  -0.260
O (0.4487, 1.3190, -2.0557)  -0.181
H (0.9221, 3.0684, -4.2394)  0.105
H (0.2672, 2.0290, -5.2939)  0.105
H (1.6565, 1.5258, -4.5261)  0.086
H (-0.1349, 0.1670, -3.4757)  0.117
H (-1.2383, 1.4544, -3.3232)  0.122
H (0.8713, 2.1800, -2.0152)  0.116
C (-3.0413, -1.2288, -3.1321)  -0.023
C (-2.3770, -1.3078, -1.7164)  -0.317
O (-1.8211, -0.1395, -1.3550)  -0.168
H (-3.3039, -2.2554, -3.3875)  0.101
H (-2.3594, -0.9491, -3.9351)  0.081
H (-3.9512, -0.6303, -3.1769)  0.099
H (-1.7401, -2.1900, -1.7814)  0.121
H (-3.2705, -1.4885, -1.1188)  0.132
H (-2.4382, 0.5409, -1.6340)  0.135
C (3.4408, -0.3670, -2.6722)  -0.028
C (3.2908, 0.0465, -1.2131)  -0.276
O (2.2965, -0.5545, -0.4412)  -0.166
H (4.1519, 0.2585, -3.2119)  0.107
H (2.4883, -0.3199, -3.2000)  0.062
H (3.8924, -1.3333, -2.8967)  0.097
H (3.0388, 1.1019, -1.1096)  0.110
H (4.2246, -0.0516, -0.6595)  0.144
H (2.6497, -1.4456, -0.3886)  0.129
C (1.2141, 4.4403, 1.3441)  -0.059
C (0.6961, 3.0811, 1.7960)  -0.257
O (1.2329, 2.0939, 0.8932)  -0.158
H (2.2955, 4.5726, 1.3768)  0.090
H (0.8180, 5.2057, 2.0115)  0.104
H (1.1070, 4.6822, 0.2867)  0.084
H (-0.3844, 3.1152, 1.9357)  0.120
H (0.9953, 3.0129, 2.8419)  0.128
H (2.1653, 2.1176, 1.1206)  0.117
C (2.5049, -0.3658, 4.0761)  -0.031
C (2.0827, -0.9104, 2.7170)  -0.256
O (0.8433, -0.4046, 2.1929)  -0.181
H (2.8347, 0.6653, 3.9489)  0.082
H (3.3595, -0.9497, 4.4179)  0.107
H (1.7496, -0.3205, 4.8606)  0.097
H (2.0502, -1.9932, 2.8375)  0.122
H (2.8312, -0.7960, 1.9329)  0.109
H (0.3290, -0.3569, 3.0022)  0.099
C (-1.6886, -3.9867, 0.8052)  -0.046
C (-0.7057, -3.0436, 1.3367)  -0.281
O (-0.1898, -2.2520, 0.2728)  -0.164
H (-1.1779, -4.8100, 0.3058)  0.104
H (-2.3033, -3.5151, 0.0385)  0.075
H (-2.2912, -4.4262, 1.6001)  0.114
H (0.1516, -3.5148, 1.8175)  0.135
H (-1.1434, -2.4699, 2.1536)  0.114
H (0.2998, -2.7812, -0.3612)  0.126
C (-3.7743, -0.3624, 2.2311)  -0.047
C (-2.9576, 0.6697, 1.5409)  -0.267
O (-1.6216, 0.2131, 1.6231)  -0.178
H (-4.8375, -0.1562, 2.1074)  0.115
H (-3.5569, -0.2631, 3.2945)  0.102
H (-3.5157, -1.3790, 1.9348)  0.086
H (-3.0626, 1.4995, 2.2399)  0.138
H (-3.3540, 0.8871, 0.5491)  0.127
H (-1.5432, -0.0054, 2.5546)  0.104

Its HOMO-LUMO gap is 10.82 eV. Its charge is +3. The energy above the lowest of the compared OMol25 structures with the same formula, charge and spin comes out at 149.3 kJ/mol.